Below is an isolated molecule of C5H6O2, with properties calculated with ωB97M-V with the def2-TZVPD basis set.

Highest occupied orbital energy (alpha / beta) in eV: -7.493 / -7.491
Molar mass in g mol⁻¹: 98.1
Electronic energy in eV: -9372.49434
Energy above the lowest of the compared OMol25 structures with the same formula, charge and spin in eV: 4.601

Element x y z (Å)
O (1.52, 1.51, -0.87)
C (1.80, 0.73, 0.14)
C (1.26, -0.51, 0.46)
C (0.17, -1.35, 0.33)
C (-1.25, -0.87, 0.39)
C (-1.74, 0.23, -0.51)
O (-1.05, 0.91, -1.24)
H (0.68, 1.19, -1.26)
H (2.69, 1.04, 0.68)
H (2.19, -1.00, 0.76)
H (-1.48, -0.55, 1.43)
H (-1.96, -1.70, 0.23)
H (-2.84, 0.37, -0.54)

Below is C31H48BClN3O7OsP2S as an isolated structure, with properties calculated with ωB97M-V with the def2-TZVPD basis set.

Highest occupied orbital energy (alpha / beta) in eV: -11.120 / -11.363
Molar mass in g mol⁻¹: 905.2
⟨S²⟩: 6.028
Electronic energy in eV: -96796.28227
Spin multiplicity: 5
Energy above the lowest of the compared OMol25 structures with the same formula, charge and spin in eV: 0.000
Total charge: +1

Element x y z (Å)
Os (-0.10, -0.92, -0.40)
C (-1.54, -0.22, -3.88)
C (-2.80, -0.38, -3.02)
C (-3.32, -1.81, -3.14)
C (-3.87, 0.60, -3.54)
P (-2.27, -0.02, -1.27)
C (-2.08, 1.84, -1.31)
N (-0.88, 2.14, -0.58)
B (0.11, 1.12, -0.30)
N (1.28, 1.85, 0.23)
C (2.50, 1.14, 0.57)
P (2.41, -0.46, -0.37)
C (3.13, 0.02, -2.06)
C (3.68, -1.20, -2.82)
C (2.00, 0.65, -2.89)
C (4.26, 1.05, -1.94)
C (3.49, -1.58, 0.66)
C (2.70, -1.83, 1.95)
C (4.83, -0.92, 1.01)
C (3.74, -2.93, -0.01)
C (0.95, 3.13, 0.38)
C (1.68, 4.20, 0.93)
C (1.07, 5.42, 0.93)
C (-0.25, 5.62, 0.40)
C (-0.99, 4.60, -0.14)
C (-0.40, 3.33, -0.15)
C (-3.63, -0.31, -0.03)
C (-3.29, 0.51, 1.22)
C (-5.01, 0.12, -0.53)
C (-3.65, -1.81, 0.33)
H (-1.80, -0.46, -4.92)
H (-0.74, -0.89, -3.58)
H (-1.16, 0.81, -3.87)
H (-3.49, -2.04, -4.20)
H (-4.28, -1.93, -2.62)
H (-2.62, -2.55, -2.75)
H (-3.91, 0.50, -4.63)
H (-3.64, 1.65, -3.33)
H (-4.86, 0.38, -3.15)
H (-2.96, 2.33, -0.90)
H (-1.97, 2.16, -2.35)
H (2.54, 0.95, 1.64)
H (3.38, 1.72, 0.29)
H (3.02, -2.06, -2.80)
H (4.66, -1.49, -2.45)
H (3.81, -0.91, -3.87)
H (1.19, -0.05, -3.06)
H (2.41, 0.94, -3.86)
H (1.61, 1.56, -2.42)
H (5.04, 0.76, -1.23)
H (3.89, 2.04, -1.67)
H (4.73, 1.14, -2.92)
H (2.48, -0.91, 2.49)
H (3.32, -2.46, 2.61)
H (1.77, -2.37, 1.76)
H (4.70, 0.06, 1.49)
H (5.47, -0.80, 0.14)
H (5.35, -1.56, 1.72)
H (2.83, -3.37, -0.42)
H (4.12, -3.62, 0.75)
H (4.48, -2.88, -0.80)
H (2.66, 4.05, 1.35)
H (1.60, 6.27, 1.36)
H (-0.68, 6.61, 0.44)
H (-1.99, 4.76, -0.52)
H (-3.51, 1.58, 1.09)
H (-2.25, 0.42, 1.52)
H (-3.91, 0.16, 2.05)
H (-5.01, 1.13, -0.94)
H (-5.70, 0.10, 0.31)
H (-5.40, -0.57, -1.29)
H (-2.71, -2.14, 0.77)
H (-3.86, -2.44, -0.53)
H (-4.44, -1.98, 1.07)
O (-0.80, 2.23, 3.06)
S (0.15, 1.17, 3.26)
O (1.52, 1.55, 3.46)
N (0.02, 0.09, 2.03)
C (-0.43, -1.10, 2.43)
O (-0.66, -2.02, 1.61)
C (-0.64, -1.19, 3.90)
C (-1.02, -2.29, 4.64)
C (-1.10, -2.14, 6.02)
C (-0.81, -0.92, 6.63)
C (-0.43, 0.19, 5.88)
C (-0.35, 0.02, 4.51)
H (-1.23, -3.23, 4.16)
H (-1.40, -2.98, 6.64)
H (-0.88, -0.83, 7.71)
H (-0.20, 1.14, 6.35)
O (1.07, -4.33, -1.51)
Cl (0.08, -3.49, -2.08)
O (-0.89, -3.08, -1.03)
O (-0.61, -4.10, -3.17)
O (0.68, -2.21, -2.52)

Below is a 8-piece molecular cluster, C22H43Br8N3OS overall in a non-equilibrium geometry, with properties calculated with ωB97M-V with the def2-TZVPD basis set.

Highest occupied orbital energy in eV: -9.634
Molar mass in g mol⁻¹: 1036.9
Electronic energy in eV: -601203.68644

Element x y z (Å)
C (1.79, -5.19, 0.37)
C (0.36, -5.17, -0.19)
C (-0.56, -6.15, 0.55)
C (-1.94, -5.96, 0.15)
N (-3.02, -5.79, -0.22)
H (2.53, -4.83, -0.34)
H (2.13, -6.14, 0.78)
H (1.87, -4.48, 1.21)
H (0.35, -5.43, -1.25)
H (-0.06, -4.17, -0.06)
H (-0.49, -6.02, 1.64)
H (-0.26, -7.18, 0.33)
C (-1.82, -3.00, -2.68)
C (-2.19, -2.54, -4.09)
C (-1.59, -3.42, -5.18)
C (-0.24, -3.88, -4.87)
N (0.83, -4.20, -4.62)
H (-1.97, -4.07, -2.56)
H (-2.44, -2.50, -1.94)
H (-0.77, -2.79, -2.45)
H (-1.85, -1.51, -4.26)
H (-3.28, -2.52, -4.18)
H (-1.54, -2.86, -6.13)
H (-2.25, -4.26, -5.41)
C (-6.05, 4.03, 3.44)
C (-4.91, 3.32, 4.19)
C (-4.65, 1.91, 3.63)
C (-4.42, 1.86, 2.18)
N (-4.25, 1.84, 1.05)
H (-6.99, 3.45, 3.49)
H (-5.80, 4.16, 2.39)
H (-6.28, 5.00, 3.88)
H (-5.12, 3.21, 5.25)
H (-4.02, 3.93, 4.01)
H (-5.48, 1.24, 3.87)
H (-3.80, 1.45, 4.14)
C (3.00, 4.20, 1.93)
S (2.24, 2.68, 1.36)
O (1.13, 3.15, 0.47)
C (3.56, 2.07, 0.31)
H (2.19, 4.89, 2.16)
H (3.62, 4.64, 1.14)
H (3.62, 4.03, 2.80)
H (3.95, 2.88, -0.31)
H (3.10, 1.30, -0.30)
H (4.37, 1.65, 0.91)
Br (4.10, -0.07, -4.68)
C (2.90, 1.05, -3.66)
C (2.79, 2.42, -4.29)
Br (1.68, 3.52, -3.16)
H (3.22, 1.15, -2.63)
H (1.95, 0.53, -3.65)
H (2.32, 2.35, -5.27)
H (3.77, 2.87, -4.39)
Br (-0.87, 5.87, 2.53)
C (-1.43, 4.65, 1.09)
C (-0.89, 5.17, -0.21)
Br (-1.82, 6.79, -0.78)
H (-2.51, 4.59, 1.12)
H (-1.01, 3.68, 1.33)
H (-1.06, 4.49, -1.04)
H (0.17, 5.39, -0.19)
Br (5.03, -3.34, 0.36)
C (5.35, -2.06, 1.79)
C (4.11, -1.35, 2.15)
Br (2.86, -2.56, 3.05)
H (6.13, -1.38, 1.46)
H (5.76, -2.64, 2.60)
H (3.54, -0.96, 1.32)
H (4.28, -0.54, 2.86)
Br (-1.76, -0.29, 2.53)
C (-0.85, 0.22, 0.91)
C (0.19, -0.83, 0.54)
Br (0.67, -0.57, -1.31)
H (-0.40, 1.20, 1.05)
H (-1.60, 0.37, 0.14)
H (-0.30, -1.80, 0.62)
H (1.04, -0.75, 1.21)

Below is C18H36CaGeNO8 as an isolated structure, with properties calculated with ωB97M-V with the def2-TZVPD basis set.

Highest occupied orbital energy (alpha / beta) in eV: -8.454 / -8.457
Molar mass in g mol⁻¹: 507.2
⟨S²⟩: 0.756
Electronic energy in eV: -112080.06280
Spin multiplicity: 2
Energy above the lowest of the compared OMol25 structures with the same formula, charge and spin in eV: 0.335

Element x y z (Å)
Ca (0.38, -0.65, 0.44)
O (1.47, 2.40, 0.01)
C (2.83, 2.20, 0.35)
C (2.94, 1.68, 1.79)
N (3.52, 0.37, 2.04)
C (4.47, -0.21, 1.14)
C (3.79, -0.79, -0.16)
O (4.53, -1.05, -1.08)
O (2.52, -0.92, -0.08)
C (3.11, -0.33, 3.18)
C (2.10, -1.58, 2.75)
O (2.65, -2.65, 2.67)
O (0.91, -1.19, 2.59)
H (1.12, 1.76, -0.64)
H (3.32, 3.17, 0.30)
H (3.34, 1.56, -0.37)
H (1.93, 1.68, 2.22)
H (3.53, 2.38, 2.40)
H (4.99, -1.02, 1.64)
H (5.19, 0.55, 0.83)
H (2.56, 0.32, 3.85)
H (3.96, -0.81, 3.67)
C (-1.52, -3.73, -0.96)
C (-2.44, -2.61, -0.47)
C (-3.01, -2.95, 0.90)
C (-3.57, -2.39, -1.46)
O (-1.63, -1.44, -0.31)
Ge (-2.00, 0.33, -1.01)
O (-1.28, 1.00, 0.61)
C (-1.98, 1.80, 1.55)
C (-1.28, 1.64, 2.89)
C (-3.43, 1.34, 1.68)
C (-1.92, 3.25, 1.08)
O (-0.16, 0.46, -1.59)
C (0.19, 0.42, -2.99)
C (-0.47, 1.59, -3.70)
C (-0.26, -0.91, -3.58)
C (1.70, 0.54, -3.08)
H (-2.07, -4.67, -1.05)
H (-0.71, -3.89, -0.25)
H (-1.10, -3.48, -1.93)
H (-3.60, -3.87, 0.86)
H (-3.66, -2.14, 1.25)
H (-2.21, -3.09, 1.63)
H (-4.15, -3.31, -1.56)
H (-3.19, -2.12, -2.45)
H (-4.25, -1.60, -1.13)
H (-1.25, 0.59, 3.18)
H (-1.78, 2.21, 3.68)
H (-0.25, 2.01, 2.82)
H (-3.48, 0.29, 1.95)
H (-3.98, 1.49, 0.75)
H (-3.94, 1.92, 2.46)
H (-0.88, 3.55, 0.95)
H (-2.40, 3.92, 1.80)
H (-2.42, 3.35, 0.12)
H (-1.56, 1.49, -3.70)
H (-0.14, 1.63, -4.74)
H (-0.20, 2.53, -3.21)
H (-1.35, -1.03, -3.50)
H (0.23, -1.74, -3.07)
H (0.00, -0.96, -4.64)
H (2.03, 1.51, -2.71)
H (2.03, 0.45, -4.12)
H (2.19, -0.25, -2.50)

Below is an isolated molecule of C4H6O in a non-equilibrium geometry, with properties calculated with ωB97M-V with the def2-TZVPD basis set.

Highest occupied orbital energy in eV: -8.715
Molar mass in g mol⁻¹: 70.1
Electronic energy in eV: -6290.90354
SMILES: C=CC(=C)O
Energy above the lowest of the compared OMol25 structures with the same formula, charge and spin in eV: 1.014

Element x y z (Å)
C (-1.32, -1.14, -0.18)
C (-0.46, -0.20, 0.22)
O (-0.50, 0.24, 1.53)
C (0.51, 0.44, -0.68)
C (1.65, 0.94, -0.19)
H (-1.87, -1.78, 0.50)
H (-1.22, -1.47, -1.21)
H (-1.42, 0.14, 1.80)
H (0.36, 0.34, -1.75)
H (1.75, 1.43, 0.77)
H (2.53, 1.06, -0.81)

Below is an isolated molecule of C3H8SSi in a non-equilibrium geometry, with properties calculated with ωB97M-V with the def2-TZVPD basis set.

Highest occupied orbital energy (alpha / beta) in eV: -9.760 / -8.718
Molar mass in g mol⁻¹: 104.2
Electronic energy in eV: -21950.57787
Energy above the lowest of the compared OMol25 structures with the same formula, charge and spin in eV: 3.059

Element x y z (Å)
C (-0.87, -0.02, -1.71)
C (-0.06, 1.61, 0.62)
C (0.30, -1.50, 0.64)
Si (0.65, 0.17, -0.41)
S (2.89, 0.02, -0.47)
H (-1.06, -0.68, -2.55)
H (-1.78, 0.56, -1.54)
H (-1.12, 1.37, 0.83)
H (0.28, 1.37, 1.62)
H (0.10, 2.65, 0.57)
H (0.71, -2.46, 0.31)
H (0.72, -1.31, 1.63)
H (-0.75, -1.76, 0.45)